CH3N2O2 | the ωB97M-V functional and the def2-TZVPD basis

CARTESIAN COORDINATES (ANGSTROEM)
C (0.377, 0.194, -2.839)
N (-0.072, 0.141, 0.670)
N (-0.783, -0.708, -0.363)
O (-0.462, -0.311, -3.495)
O (1.354, 0.723, -2.423)
H (0.005, -0.476, 1.492)
H (0.868, 0.468, 0.358)
H (-1.471, -0.094, -0.688)

The energy above the lowest of the compared OMol25 structures with the same formula, charge and spin comes out at 47.1 kcal/mol. The value obtained for the HOMO energy is -1.4 eV. The total charge is -1.

These are the Mulliken partial charges, in e, on atoms 1 to 4: atom 1 (C): 0.447, atom 2 (N): -0.461, atom 3 (N): -0.690, atom 4 (O): -0.319